Density functional theory data (ωB97M-V/def2-TZVPD) for a cluster of 8 separate species, C30H75NO8 in total in a non-equilibrium geometry.

Geometry (Å):
1 C 15.883 14.709 -22.626
2 H 17.854 14.799 -23.185
3 H 15.633 5.947 -19.762
4 H 9.704 12.764 -20.012
5 H 16.415 10.955 -24.215
6 H 15.098 13.149 -18.679
7 H 13.770 17.306 -20.111
8 H 18.077 7.749 -21.920
9 H 14.084 12.226 -20.539
10 H 12.873 9.633 -22.469
11 H 13.674 17.616 -18.378
12 H 16.959 15.422 -18.773
13 C 15.588 16.914 -18.809
14 H 16.057 11.379 -15.104
15 O 15.904 13.950 -21.411
16 C 14.531 6.907 -18.205
17 H 19.373 8.117 -19.804
18 C 9.622 10.983 -21.097
19 H 7.839 10.454 -22.102
20 H 15.263 10.245 -14.045
21 H 14.733 10.735 -21.049
22 H 9.906 10.297 -24.717
23 H 13.583 7.431 -18.093
24 C 19.169 8.249 -16.516
25 H 10.626 9.921 -19.584
26 H 9.127 9.189 -20.005
27 C 14.177 11.186 -20.219
28 C 12.480 9.990 -23.418
29 H 14.513 15.515 -24.127
30 H 19.090 8.519 -23.039
31 H 12.762 12.194 -22.024
32 H 20.464 9.497 -19.147
33 C 14.095 16.952 -19.136
34 C 14.526 14.765 -23.333
35 H 16.510 11.913 -19.991
36 H 19.369 7.195 -16.711
37 H 17.861 8.243 -18.108
38 H 16.773 10.963 -13.578
39 H 15.404 7.578 -18.155
40 C 11.227 10.871 -23.159
41 H 9.117 10.544 -18.892
42 H 17.914 10.406 -18.498
43 O 13.606 12.150 -13.926
44 C 10.870 13.053 -21.819
45 H 18.665 9.428 -21.620
46 C 11.848 12.223 -22.628
47 C 15.109 11.050 -18.970
48 C 15.819 11.191 -14.055
49 C 19.816 8.643 -18.960
50 C 17.326 10.407 -23.974
51 C 10.373 11.221 -24.357
52 C 14.925 12.281 -18.038
53 H 15.854 17.047 -17.760
54 H 13.683 14.975 -22.671
55 H 9.542 11.896 -24.162
56 O 16.124 15.632 -19.201
57 H 10.724 8.459 -22.369
58 H 12.199 12.892 -23.422
59 H 18.492 8.409 -15.677
60 H 13.268 7.811 -20.849
61 H 13.245 10.508 -23.991
62 H 11.228 14.006 -21.414
63 H 14.623 6.905 -21.586
64 H 13.693 15.950 -18.983
65 H 17.440 17.983 -19.416
66 H 12.072 9.181 -24.032
67 C 16.992 9.268 -23.007
68 O 18.424 10.199 -17.694
69 H 10.863 11.638 -25.242
70 H 16.810 7.407 -23.540
71 H 17.950 11.130 -23.441
72 H 14.845 11.868 -12.316
73 H 20.071 8.771 -16.178
74 H 13.851 12.386 -17.850
75 H 14.677 6.243 -17.354
76 C 18.756 8.837 -17.874
77 C 10.425 12.224 -20.637
78 H 13.659 12.393 -14.856
79 O 9.918 8.987 -22.415
80 O 16.417 11.093 -19.486
81 H 17.879 10.093 -24.857
82 C 15.478 13.593 -13.438
83 H 20.594 7.929 -18.652
84 C 18.262 8.736 -22.358
85 H 16.470 13.701 -12.988
86 C 8.235 11.351 -21.625
87 H 17.361 13.135 -23.362
88 C 14.623 6.356 -19.649
89 H 14.882 8.282 -20.494
90 C 17.033 14.152 -23.512
91 O 16.353 8.223 -23.763
92 H 13.769 4.657 -18.929
93 H 14.824 14.236 -12.843
94 N 10.400 10.282 -22.094
95 H 15.477 12.210 -17.107
96 C 14.901 12.168 -13.362
97 H 14.202 13.864 -23.864
98 H 7.505 11.772 -20.931
99 H 16.003 18.971 -19.674
100 O 13.675 5.279 -19.647
101 H 16.008 14.538 -20.642
102 H 9.989 13.365 -22.391
103 H 16.412 17.659 -20.672
104 C 16.364 17.942 -19.613
105 H 16.204 9.624 -22.338
106 H 13.239 10.634 -20.292
107 H 16.074 15.743 -22.332
108 H 15.633 14.053 -14.417
109 H 11.302 12.123 -19.994
110 C 14.261 7.401 -20.681
111 H 8.329 12.138 -22.375
112 H 14.749 10.131 -18.511
113 H 16.827 14.510 -24.522
114 C 9.582 10.165 -19.798

Calculated values
M in g mol⁻¹: 577.929
Maximum force in eV Å⁻¹: 4.04
ΔE to the lowest compared entry with this formula, charge and spin in kcal per mole: 67.6
E_HOMO in eV: -7.889
Structure (SMILES): CC1(C)CCCC(C)(C)N1O.CC(C)O.CC(C)O.CC(C)O.CC(C)O.CC(C)O.CC(C)O.CC(C)O
Orbital gap in Ha: 0.300
2S+1: 1
Charge: 0
Electronic energy in eV: -50192.062

Here are the Mulliken charges for atoms 1 to 4, given in e:
1. C 1.083
2. H 0.400
3. H 0.209
4. H 0.535

=====

Density functional theory data (ωB97M-V/def2-TZVPD) for a cluster of 17 separate species, C57H130N15O16 in total in a non-equilibrium geometry.

Geometry (Å):
1 H -12.706 3.347 1.264
2 C -1.838 -1.613 0.744
3 N 9.971 -0.828 5.048
4 H -7.166 1.202 -5.670
5 N 0.023 5.938 9.285
6 H -13.887 3.497 -0.103
7 H 9.315 1.072 -8.983
8 C 0.083 -5.256 10.601
9 H 10.542 1.430 -7.861
10 H -5.231 -1.288 -9.912
11 H -2.928 -8.627 5.127
12 H -7.471 -5.259 6.480
13 C 7.674 5.065 -0.727
14 H 0.644 -9.539 5.523
15 H -3.747 8.888 1.010
16 H -1.088 -2.071 0.100
17 C -4.268 -0.788 -10.014
18 H -12.134 1.400 1.413
19 H -3.884 7.868 -0.389
20 H 7.501 -0.539 -7.679
21 H -10.944 4.941 8.376
22 N 6.199 5.408 -2.536
23 H 0.895 5.654 9.709
24 H -9.975 6.273 8.004
25 H 11.874 0.127 6.892
26 H 9.558 0.021 -7.661
27 H -2.378 4.258 7.665
28 H 0.577 -4.059 8.864
29 H -1.024 -10.086 5.845
30 H -7.860 -5.691 -0.498
31 N -0.815 0.422 1.867
32 H 12.614 -0.817 5.643
33 O 1.356 7.796 -5.323
34 O 5.473 -9.324 5.726
35 H 4.773 1.990 -6.962
36 O 1.827 -3.798 11.332
37 C 0.936 0.861 0.040
38 N -1.228 8.265 0.552
39 C 6.884 -7.707 6.758
40 H -7.415 -6.573 -1.913
41 H 8.931 -0.378 2.515
42 C 9.771 -1.072 2.557
43 C -5.483 0.714 -11.701
44 C -2.214 -8.449 4.322
45 O 2.040 -5.871 12.106
46 C 1.388 -5.030 11.454
47 H 0.243 0.856 -1.932
48 C 7.040 0.023 -6.867
49 H 5.455 -8.925 7.818
50 C -6.130 1.992 -11.897
51 C -7.569 2.100 -5.202
52 H -6.752 2.031 -12.792
53 C -3.217 0.515 1.390
54 H 7.471 0.160 -4.784
55 H 3.296 -8.281 -3.384
56 H -8.595 2.215 -5.552
57 H 2.324 -5.729 -5.702
58 C -2.221 7.507 1.073
59 C 2.055 -6.471 -4.950
60 C -7.883 -3.439 5.889
61 O -1.173 0.127 3.185
62 H -1.582 1.704 -0.420
63 H -5.422 2.817 -11.823
64 C 6.484 2.118 -8.139
65 H 8.819 -0.482 -5.722
66 H 7.323 -1.423 -5.260
67 N -0.347 -9.546 5.326
68 H 6.602 3.185 -7.949
69 H -5.934 2.529 -7.157
70 C 0.882 -2.930 10.586
71 C -7.967 -4.952 -3.822
72 H 1.867 0.374 -0.247
73 H 8.316 -0.060 7.267
74 H 7.963 -7.850 6.804
75 C 5.009 1.910 -8.024
76 H 9.033 1.644 -6.056
77 N 3.239 -7.351 -2.994
78 O -10.785 4.019 6.020
79 H -8.895 -4.606 -4.277
80 C -6.618 3.280 -5.379
81 H -3.263 2.190 -11.477
82 O 5.671 6.408 -0.622
83 H 8.521 5.154 -1.408
84 C 10.702 -1.630 6.006
85 O -0.055 -7.448 4.515
86 C 2.826 -6.280 -3.673
87 H 1.404 -2.304 9.862
88 H -8.523 6.252 6.165
89 H 6.504 -6.998 7.493
90 H -6.184 -0.120 -11.706
91 H -0.128 9.767 -7.304
92 H -3.961 -0.061 -7.970
93 H 4.623 0.932 -8.314
94 C 0.427 8.169 -5.984
95 H 1.630 9.452 -7.084
96 H 10.134 0.936 6.273
97 C 6.409 5.669 -1.288
98 H -1.652 -2.068 1.717
99 H 7.501 -0.257 5.712
100 H 2.552 1.213 2.285
101 C -3.538 -0.772 -8.679
102 H -2.730 -2.122 0.377
103 C -3.586 7.868 0.660
104 H -6.919 2.151 -11.162
105 H -2.474 -0.567 -8.796
106 C 7.733 -0.482 -5.626
107 H -1.386 9.234 0.316
108 H 12.569 -1.402 7.258
109 C -0.069 0.392 -0.997
110 O -6.491 4.092 -4.499
111 O -8.580 -3.718 -1.855
112 C -9.284 5.769 5.552
113 H 6.873 1.892 -9.132
114 H -2.480 -7.454 3.965
115 C 0.672 0.350 1.505
116 N -12.090 1.088 0.454
117 H 8.813 2.935 -7.288
118 N -4.476 0.577 -10.580
119 H 7.224 -6.709 4.777
120 H 10.170 -2.037 6.866
121 O -12.836 1.574 -1.510
122 C 10.679 -0.734 3.725
123 H 4.391 2.640 -8.546
124 H 5.420 5.839 -3.012
125 H -2.359 -9.230 3.576
126 H -2.212 0.436 -1.275
127 C 11.960 -0.891 6.512
128 C 5.751 -8.404 4.741
129 H -2.885 5.635 8.728
130 C -0.743 -8.447 4.701
131 H -12.179 3.948 -0.336
132 H 0.436 -2.322 11.373
133 C -2.371 0.413 -11.973
134 O -1.861 6.614 1.788
135 H -1.799 -0.436 -11.598
136 H -0.976 -3.624 9.686
137 N -10.363 5.396 7.687
138 H -0.684 -5.477 11.344
139 N -5.976 3.328 -6.540
140 H 9.229 -2.018 2.575
141 H 10.239 -1.034 1.573
142 H -7.566 1.851 -4.141
143 H -7.662 -5.963 -4.091
144 H -8.995 -1.876 7.147
145 C 6.443 -7.177 5.376
146 H -1.005 7.528 -4.803
147 H -5.049 0.427 -12.658
148 H 11.356 -1.575 3.575
149 H -2.892 0.092 -12.874
150 O 2.942 -5.130 -3.197
151 H -7.245 -4.272 -4.275
152 H -4.041 0.264 0.723
153 H 3.679 -7.261 -2.089
154 H 5.666 -6.429 5.532
155 H 7.998 5.446 0.242
156 H -3.464 -0.004 2.316
157 H -1.856 5.855 7.399
158 C 6.142 -9.037 6.979
159 C -1.473 0.622 -0.495
160 C 1.466 1.305 2.316
161 H -0.275 7.940 0.635
162 H 0.987 -6.444 -4.732
163 C -8.092 -4.778 -2.318
164 H 6.842 -9.842 7.202
165 H -9.895 6.586 5.166
166 O -0.489 3.749 9.246
167 H 5.989 -0.258 -6.813
168 H 2.253 -1.112 1.472
169 H 11.039 -2.541 5.512
170 H 0.029 -6.081 9.891
171 C -12.860 3.276 0.187
172 H 1.294 -1.422 2.694
173 H 0.569 -1.788 1.075
174 C 1.179 -1.099 1.659
175 N -7.705 -4.351 6.855
176 C 8.630 1.889 -7.039
177 C 0.645 9.004 -7.216
178 C -3.200 1.223 -10.977
179 H 2.209 -7.432 -5.441
180 H 0.121 6.679 8.605
181 H 6.817 4.876 -3.132
182 H 1.419 2.323 1.932
183 H -3.187 1.589 1.577
184 H 9.480 1.167 4.596
185 H 1.078 1.402 3.330
186 H 7.765 1.361 6.415
187 H 0.999 1.943 -0.077
188 H 0.586 8.372 -8.102
189 C -8.604 -2.125 6.160
190 H -3.738 -1.359 -10.777
191 H 7.509 4.045 -0.381
192 H -8.198 -4.244 7.730
193 C -2.060 5.150 8.205
194 H -11.541 0.317 0.099
195 N -0.835 7.956 -5.701
196 H -1.602 8.418 -6.168
197 H -8.828 5.151 4.779
198 H -1.540 1.043 -12.290
199 C -12.600 1.904 -0.381
200 H -2.633 1.498 -10.088
201 C 9.511 1.081 -7.910
202 H -4.291 7.281 1.248
203 C -1.859 -0.032 0.843
204 O -7.532 -3.806 4.788
205 C 0.065 -3.918 9.816
206 H -7.805 -1.386 6.087
207 C -10.189 4.950 6.451
208 O 5.402 -8.448 3.545
209 H 11.249 0.176 3.538
210 N 7.187 1.495 -7.003
211 H -3.685 -1.755 -8.232
212 H -5.372 4.135 -6.597
213 N -7.757 -5.716 -1.502
214 C -0.763 4.907 8.971
215 C 9.500 0.533 5.483
216 H 0.014 -0.694 -0.994
217 H -9.324 -1.927 5.366
218 C 8.195 0.369 6.273

Calculated values
M in g mol⁻¹: 1281.756
Maximum force in eV Å⁻¹: 9.14
E_HOMO in eV: -9.400
Orbital gap in Ha: 0.086
2S+1: 1
Charge: +1
Electronic energy in eV: -116318.279

Here are the Mulliken charges for atoms 1 to 4, given in e:
1. H 0.332
2. C -1.652
3. N 0.180
4. H 0.291